Record 1
Computed, not measured: a structure of composition C15H27AsNO3PtS, with the ωB97M-V functional and the def2-TZVPD basis.

Structure (ORCA input):
```
! RIJCOSX wB97M-V def2-TZVPD def2/J DEFGRID3
* xyz 1 1
Pt 0.56 -0.76 0.15
C 0.49 -4.07 -0.16
C 0.41 -3.44 1.22
C -0.11 -4.39 2.26
O -0.51 -2.27 1.12
C 1.81 -2.89 1.57
O 2.59 -3.59 2.16
O 2.07 -1.67 1.16
H -0.51 -4.32 -0.53
H 1.08 -4.97 -0.09
H 0.97 -3.40 -0.88
H -1.05 -4.84 1.95
H -0.27 -3.88 3.22
H 0.63 -5.16 2.42
H -0.82 -2.05 2.00
S 2.09 0.52 -1.02
C 2.48 1.79 0.06
N 3.01 2.91 -0.49
C 3.41 4.00 0.22
C 3.28 4.01 1.57
C 2.75 2.87 2.19
C 2.36 1.78 1.46
H 3.12 2.92 -1.49
H 3.82 4.82 -0.36
H 3.61 4.87 2.14
H 2.65 2.85 3.27
H 1.99 0.88 1.93
C -1.74 -1.79 -2.67
C -2.51 -0.88 -1.72
As -1.32 0.33 -0.78
C -0.90 1.71 -2.08
C -2.10 2.32 -2.80
C -2.46 1.23 0.51
C -1.66 2.06 1.51
H -2.41 -2.51 -3.14
H -0.96 -2.34 -2.15
H -1.26 -1.23 -3.47
H -3.03 -1.46 -0.96
H -3.25 -0.29 -2.26
H -0.21 1.26 -2.79
H -0.34 2.48 -1.54
H -2.66 1.57 -3.36
H -1.77 3.07 -3.51
H -2.79 2.80 -2.10
H -3.05 0.47 1.01
H -3.15 1.86 -0.06
H -0.92 1.44 2.03
H -2.32 2.49 2.26
H -1.12 2.87 1.02
*
```

Values from the calculation:
* energy relative to the best compared isomer or geometry (same formula, charge and spin): 0.000 eV
* gap between HOMO and LUMO: 8.14 eV
* DFT total energy: -98542.069 eV
* M: 571.45 g/mol

These are the Löwdin partial charges, in e, on atoms 1 to 2:
1. Pt 0.714
2. C -0.008

=====

Record 2
Computed, not measured: a structure of composition C7H7O6SSc in a non-equilibrium geometry, with the ωB97M-V functional and the def2-TZVPD basis.

Structure (ORCA input):
```
! RIJCOSX wB97M-V def2-TZVPD def2/J DEFGRID3
* xyz 2 1
O -0.31 -3.01 2.25
C -0.06 -2.27 1.42
Sc 0.88 -0.65 -0.68
C 2.35 0.57 -1.73
O 3.18 1.20 -2.22
C 2.94 -1.50 0.13
O 4.08 -1.69 -0.28
C 1.07 -2.44 -2.19
O 1.32 -3.37 -2.82
C 2.56 -0.34 0.98
O 2.87 0.12 2.04
H 1.97 -2.20 -0.11
C -2.37 2.47 -0.71
S -1.31 1.81 0.59
C -2.56 0.84 1.46
O -0.48 0.72 -0.19
H -2.92 3.34 -0.31
H -3.08 1.69 -1.03
H -1.74 2.79 -1.54
H -3.40 1.48 1.76
H -2.90 0.03 0.81
H -2.10 0.43 2.37
*
```

Values from the calculation:
* energy relative to the best compared isomer or geometry (same formula, charge and spin): 1.256 eV
* gap between HOMO and LUMO (alpha / beta): 5.96 / 7.12 eV
* DFT total energy: -51172.541 eV
* M: 264.15 g/mol

These are the Löwdin partial charges, in e, on atoms 1 to 2:
1. O 0.175
2. C 0.092

=====

Record 3
Computed, not measured: a structure of composition C4H6O2, with the ωB97M-V functional and the def2-TZVPD basis.

Structure (ORCA input):
```
! RIJCOSX wB97M-V def2-TZVPD def2/J DEFGRID3
* xyz 0 1
O 1.96 1.38 -0.41
C 1.09 0.61 -0.14
C 0.83 -0.84 -0.47
C -0.30 -0.90 0.52
C -1.24 0.97 -0.23
O 0.04 0.86 0.75
H 0.50 -0.99 -1.50
H 1.68 -1.48 -0.24
H -1.27 -1.27 0.22
H -0.03 -1.17 1.54
H -2.05 0.90 0.50
H -1.20 2.00 -0.58
*
```

Values from the calculation:
* energy relative to the best compared isomer or geometry (same formula, charge and spin): 6.118 eV
* gap between HOMO and LUMO: 7.74 eV
* DFT total energy: -8334.343 eV
* M: 86.09 g/mol

These are the Löwdin partial charges, in e, on atoms 1 to 2:
1. O 0.182
2. C -0.488

=====

Record 4
Computed, not measured: a structure of composition C31H22BrN6O2STl in a non-equilibrium geometry, with the ωB97M-V functional and the def2-TZVPD basis.

Structure (ORCA input):
```
! RIJCOSX wB97M-V def2-TZVPD def2/J DEFGRID3
* xyz -2 1
Tl 10.09 10.18 10.54
O 12.26 13.88 10.96
C 11.87 12.79 10.57
N 10.61 12.31 10.49
C 9.49 13.08 10.84
C 9.52 14.08 11.79
C 8.38 14.78 12.11
C 7.17 14.39 11.55
C 7.10 13.33 10.65
C 8.26 12.64 10.30
N 8.27 11.43 9.57
C 7.16 11.08 8.92
O 6.21 11.78 8.56
C 7.04 9.57 8.62
C 5.99 9.19 7.80
C 5.76 7.87 7.56
C 6.61 6.95 8.18
C 7.63 7.40 9.00
N 7.86 8.67 9.21
C 12.89 11.91 9.90
C 14.23 12.25 10.13
C 15.20 11.65 9.35
C 14.81 10.66 8.45
C 13.47 10.35 8.32
N 12.53 10.97 9.03
H 10.47 14.24 12.27
H 8.39 15.62 12.82
H 6.24 14.89 11.79
H 6.16 12.97 10.27
H 5.36 9.98 7.44
H 4.91 7.58 6.94
H 6.46 5.90 8.00
H 8.29 6.65 9.47
H 14.49 12.99 10.88
H 16.25 11.83 9.55
H 15.55 10.03 7.95
H 13.14 9.61 7.60
S 12.25 10.08 12.87
C 13.78 9.73 12.30
N 14.87 9.42 12.04
Br 8.67 9.68 12.72
C 13.14 5.73 11.87
C 11.87 6.07 12.28
C 11.13 6.92 11.47
C 11.66 7.42 10.32
C 12.93 7.00 9.86
C 13.66 6.15 10.64
N 10.94 8.38 9.59
C 10.68 8.18 8.25
C 10.72 6.89 7.69
C 10.34 6.69 6.38
C 9.98 7.76 5.57
C 9.96 9.05 6.11
C 10.32 9.26 7.42
H 13.81 5.12 12.46
H 11.48 5.74 13.26
H 10.13 7.25 11.74
H 13.30 7.36 8.91
H 14.66 5.90 10.30
H 11.05 6.05 8.30
H 10.35 5.65 6.04
H 9.62 7.59 4.55
H 9.58 9.87 5.50
H 10.24 10.25 7.81
*
```

Values from the calculation:
* gap between HOMO and LUMO: 6.66 eV
* DFT total energy: -131114.631 eV
* M: 826.91 g/mol

These are the Löwdin partial charges, in e, on atoms 1 to 2:
1. Tl 0.630
2. O 0.036

=====

Record 5
Computed, not measured: the molecule C2H4O3S in a non-equilibrium geometry, with the ωB97M-V functional and the def2-TZVPD basis.

Structure (ORCA input):
```
! RIJCOSX wB97M-V def2-TZVPD def2/J DEFGRID3
* xyz 0 1
C 1.41 -2.15 -0.23
C -1.34 0.99 -0.14
O 1.51 1.27 0.88
O 0.96 -1.19 0.49
O -0.14 0.73 -0.91
S 1.39 0.49 -0.26
H 1.11 -3.00 0.33
H -1.98 0.16 -0.56
H -1.87 1.92 -0.53
H -1.05 0.78 0.93
*
```

Values from the calculation:
* energy relative to the best compared isomer or geometry (same formula, charge and spin): 4.086 eV
* gap between HOMO and LUMO: 8.97 eV
* DFT total energy: -19111.737 eV
* M: 108.12 g/mol

These are the Löwdin partial charges, in e, on atoms 1 to 2:
1. C -0.052
2. C -0.096

=====

Record 6
Computed, not measured: the molecule C26H33N7 in a non-equilibrium geometry, with the ωB97M-V functional and the def2-TZVPD basis.

Structure (ORCA input):
```
! RIJCOSX wB97M-V def2-TZVPD def2/J DEFGRID3
* xyz 0 1
C 3.72 2.61 -2.66
H 3.85 3.55 -3.19
H 4.59 1.99 -2.85
C 3.57 2.84 -1.16
H 3.59 1.87 -0.66
H 4.42 3.41 -0.79
C 2.29 3.61 -0.76
N 1.11 2.94 -1.30
C 0.64 1.66 -1.21
N -0.47 1.61 -1.90
N -0.68 2.82 -2.40
N 0.24 3.61 -2.06
C 1.24 0.51 -0.47
N 0.27 -0.33 0.23
C -0.50 0.42 1.20
C -1.29 -0.56 2.08
N -2.19 -1.30 1.23
C -3.28 -1.95 1.83
C -3.27 -2.34 3.17
C -4.36 -2.95 3.76
C -5.50 -3.18 2.99
C -5.53 -2.78 1.67
C -4.44 -2.16 1.07
C -4.55 -1.68 -0.35
H -3.87 -0.85 -0.52
H -5.57 -1.37 -0.57
H -4.29 -2.48 -1.05
H -6.42 -2.94 1.09
H -6.36 -3.66 3.43
C -4.33 -3.34 5.21
H -4.87 -2.61 5.81
H -3.31 -3.40 5.58
H -4.81 -4.31 5.36
H -2.38 -2.17 3.76
C -1.43 -2.06 0.26
H -2.10 -2.65 -0.36
C -0.63 -1.10 -0.62
H -0.03 -1.68 -1.33
H -1.31 -0.45 -1.18
H -0.73 -2.74 0.77
H -1.86 0.00 2.82
H -0.56 -1.21 2.60
H 0.18 1.00 1.83
H -1.21 1.11 0.72
C 2.10 -0.33 -1.40
C 3.24 -0.94 -0.90
C 4.05 -1.70 -1.74
C 3.72 -1.86 -3.08
C 2.57 -1.26 -3.57
C 1.77 -0.50 -2.74
H 0.87 -0.04 -3.13
H 2.31 -1.38 -4.61
H 4.36 -2.44 -3.73
C 5.22 -2.30 -1.22
N 6.17 -2.78 -0.80
H 3.50 -0.83 0.14
H 1.89 0.90 0.32
C 2.31 5.03 -1.33
H 2.28 5.01 -2.42
H 1.45 5.59 -0.98
H 3.22 5.53 -1.01
C 2.17 3.69 0.76
H 2.23 2.72 1.24
H 1.22 4.15 1.04
H 2.97 4.31 1.16
H 2.85 2.11 -3.07
*
```

Values from the calculation:
* energy relative to the best compared isomer or geometry (same formula, charge and spin): 1.810 eV
* gap between HOMO and LUMO: 8.17 eV
* DFT total energy: -37927.711 eV
* M: 443.60 g/mol

These are the Löwdin partial charges, in e, on atoms 1 to 2:
1. C -0.069
2. H 0.072